Record 1
Molecular formula: C21H31BiCl3IN6O6S6SeSi
Method: DFT, ωB97M-V/def2-TZVPD

Summary:
E_HOMO: -0.1031 Eh
LUMO: 3.178 eV
HOMO-LUMO gap: 0.2199 Eh

Geometry as ORCA input:
```
! wB97M-V def2-TZVPD RIJCOSX def2/J DEFGRID3
* xyz -2 1
Bi -0.28 0.35 0.52
N -0.35 -0.31 -2.45
C 0.72 -0.81 -3.29
C 1.45 -1.96 -2.62
C 2.32 -1.58 -1.42
N 1.60 -1.44 -0.16
H -1.06 -1.03 -2.31
H -0.79 0.53 -2.81
H 1.42 0.01 -3.48
H 0.35 -1.15 -4.27
H 2.10 -2.44 -3.36
H 0.73 -2.73 -2.31
H 2.82 -0.62 -1.64
H 3.12 -2.33 -1.31
H 2.26 -1.36 0.61
H 1.07 -2.29 0.05
N -1.73 -0.34 4.30
C -2.14 -0.83 3.13
N -2.08 -2.14 2.93
S -2.78 0.22 1.90
H -0.97 -0.86 4.74
H -1.65 0.67 4.32
H -1.47 -2.68 3.53
H -2.18 -2.47 1.97
Cl 2.09 2.00 3.42
Si 0.46 2.44 2.20
Cl 1.07 4.29 1.36
Cl -1.00 3.10 3.59
C -4.72 -4.25 -1.99
S -4.44 -5.06 -0.40
C -2.72 -5.37 -0.51
C -1.73 -4.45 -0.46
S -1.87 -2.74 -0.35
S -0.12 -5.15 -0.58
C -0.54 -6.80 -0.81
S 0.55 -8.02 -1.04
S -2.24 -7.04 -0.76
H -5.78 -3.96 -2.01
H -4.51 -4.93 -2.82
H -4.10 -3.36 -2.06
C -3.56 7.31 1.67
C -3.11 6.24 0.71
C -3.82 5.06 0.57
C -3.37 4.04 -0.25
C -4.17 2.77 -0.38
C -2.17 4.20 -0.95
C -1.47 5.40 -0.86
C -0.21 5.62 -1.66
C -1.94 6.41 -0.03
C -1.61 3.09 -1.80
O -1.94 2.99 -2.98
O -0.76 2.33 -1.21
H -4.62 7.20 1.92
H -3.41 8.31 1.26
H -3.00 7.25 2.60
H -4.74 4.92 1.12
H -5.23 2.97 -0.27
H -3.89 2.05 0.39
H -4.01 2.30 -1.35
H 0.67 5.50 -1.02
H -0.19 6.64 -2.06
H -0.14 4.93 -2.49
H -1.39 7.34 0.05
I 6.09 2.54 -1.19
C 4.07 2.20 -1.00
C 3.07 2.68 -1.83
N 1.92 2.22 -1.34
N 2.10 1.49 -0.23
C 3.41 1.46 -0.01
H 3.11 3.29 -2.71
H 0.93 2.39 -1.61
H 3.80 0.94 0.84
O 0.64 -3.20 2.14
Se 1.17 -1.94 3.01
O 2.76 -1.68 2.88
O 0.42 -0.53 2.36
O 0.57 -1.97 4.53
*
```

***

Record 2
Molecular formula: C21H31BrO24S5
Method: DFT, ωB97M-V/def2-TZVPD

Summary:
SMILES string: O=C(Br)CCOC(=O)COc1ccccc1.O=S1(=O)OCCO1.O=S1(=O)OCCO1.O=S1(=O)OCCO1.O=S1(=O)OCCO1.O=S1(=O)OCCO1
E_HOMO: -0.3299 Eh
LUMO: -0.261 eV
HOMO-LUMO gap: 0.3203 Eh

Geometry as ORCA input:
```
! wB97M-V def2-TZVPD RIJCOSX def2/J DEFGRID3
* xyz 0 1
O -0.15 -2.66 1.07
C -0.18 -2.95 -0.08
Br -1.01 -4.63 -0.61
C 0.35 -2.11 -1.22
C -0.25 -0.68 -1.26
O -1.08 -0.33 -0.16
C -2.36 -0.70 -0.30
O -2.72 -1.54 -1.08
C -3.31 0.01 0.65
O -4.45 0.44 -0.04
C -5.45 -0.47 -0.27
C -5.61 -1.69 0.38
C -6.69 -2.51 0.09
C -7.63 -2.13 -0.85
C -7.45 -0.93 -1.53
C -6.38 -0.10 -1.24
H 0.11 -2.62 -2.15
H 1.43 -2.06 -1.09
H 0.58 0.03 -1.23
H -0.75 -0.51 -2.21
H -2.80 0.91 0.99
H -3.51 -0.58 1.55
H -4.90 -2.02 1.12
H -6.78 -3.45 0.63
H -8.48 -2.75 -1.06
H -8.16 -0.61 -2.29
H -6.24 0.84 -1.76
C 3.07 -1.98 2.20
C 2.00 -0.94 2.45
O 2.30 -0.43 3.75
S 3.88 -0.44 3.99
O 4.41 0.85 3.71
O 4.15 -1.10 5.21
O 4.26 -1.41 2.77
H 2.85 -2.91 2.72
H 3.23 -2.18 1.15
H 1.00 -1.36 2.42
H 2.07 -0.12 1.73
C 6.54 2.32 5.79
C 6.35 0.95 6.39
O 7.61 0.64 7.00
S 8.29 1.98 7.54
O 8.03 2.13 8.92
O 9.61 2.05 7.03
O 7.36 3.02 6.74
H 7.09 2.27 4.84
H 5.61 2.84 5.64
H 6.09 0.21 5.65
H 5.59 0.97 7.17
C 3.23 6.04 5.10
C 2.64 6.06 6.49
O 2.02 4.77 6.63
S 2.86 3.68 5.82
O 3.73 3.02 6.73
O 1.97 2.97 4.98
O 3.73 4.70 4.95
H 2.47 6.21 4.34
H 4.04 6.75 4.98
H 1.90 6.85 6.62
H 3.41 6.16 7.26
C -4.02 -0.68 -3.71
C -2.84 -0.77 -4.66
O -3.43 -0.76 -5.96
S -4.75 0.14 -5.95
O -4.44 1.44 -6.43
O -5.81 -0.62 -6.50
O -4.93 0.22 -4.36
H -4.51 -1.65 -3.60
H -3.75 -0.30 -2.74
H -2.26 -1.68 -4.52
H -2.19 0.10 -4.57
C -0.02 -3.08 -9.67
C -0.58 -1.84 -10.33
O -1.58 -1.38 -9.41
S -1.15 -1.73 -7.91
O -0.54 -0.59 -7.32
O -2.22 -2.40 -7.28
O 0.02 -2.77 -8.28
H -0.67 -3.94 -9.82
H 0.98 -3.33 -10.03
H -1.02 -2.03 -11.30
H 0.18 -1.06 -10.42
*
```

***

Record 3
Molecular formula: C21H31Cl3F3Ge2IrO3
Method: DFT, ωB97M-V/def2-TZVPD

Summary:
E_HOMO (spin up / spin down): -0.6486 / -0.6454 Eh
LUMO (spin up / spin down): -10.471 / -12.660 eV
HOMO-LUMO gap (spin up / spin down): 0.2638 / 0.1801 Eh

Geometry as ORCA input:
```
! wB97M-V def2-TZVPD RIJCOSX def2/J DEFGRID3
* xyz 3 2
Ir -0.13 0.91 0.80
C 0.34 2.07 -3.22
C -0.75 2.09 -2.16
C -1.53 3.38 -2.16
C -1.65 0.88 -2.26
O 0.03 2.03 -0.82
Ge 1.93 2.33 -0.67
O 1.81 0.61 0.17
C 2.67 -0.54 -0.32
C 1.80 -1.47 -1.13
C 3.75 0.11 -1.17
C 3.25 -1.20 0.91
O 0.73 2.70 1.86
C 1.77 2.45 3.02
C 1.52 3.46 4.12
C 1.50 1.04 3.49
C 3.13 2.65 2.40
H -0.12 2.12 -4.21
H 0.92 1.15 -3.18
H 0.99 2.95 -3.15
H -2.07 3.46 -3.10
H -0.87 4.25 -2.09
H -2.26 3.41 -1.36
H -2.18 0.95 -3.21
H -2.39 0.87 -1.46
H -1.08 -0.04 -2.25
H 1.29 -0.95 -1.94
H 1.07 -1.97 -0.50
H 2.44 -2.24 -1.58
H 3.34 0.59 -2.07
H 4.43 -0.66 -1.54
H 4.36 0.82 -0.61
H 2.46 -1.62 1.53
H 3.85 -0.51 1.49
H 3.89 -2.03 0.60
H 0.56 3.31 4.62
H 1.62 4.49 3.77
H 2.29 3.31 4.88
H 0.46 0.93 3.83
H 2.13 0.82 4.35
H 1.74 0.30 2.72
H 3.22 3.65 1.96
H 3.36 1.88 1.67
H 3.88 2.57 3.18
F -5.56 -6.29 -2.27
C -4.55 -6.55 -1.44
F -5.03 -7.12 -0.34
F -3.71 -7.40 -2.03
C -3.81 -5.27 -1.08
C -2.75 -5.35 -0.21
C -2.02 -4.17 0.16
C -2.37 -2.92 -0.37
C -3.45 -2.85 -1.24
C -4.18 -4.04 -1.60
C -1.66 -1.73 0.00
C -1.05 -0.73 0.31
H -2.47 -6.31 0.21
H -1.19 -4.24 0.85
H -3.75 -1.90 -1.64
H -5.02 -3.97 -2.28
Cl -0.52 5.21 0.52
Ge -0.73 3.76 2.01
Cl -2.09 2.03 1.48
Cl -1.57 4.54 3.73
*
```

***

Record 4
Molecular formula: C21H31F5FeP2
Method: DFT, ωB97M-V/def2-TZVPD

Summary:
E_HOMO (spin up / spin down): -0.2243 / -0.2241 Eh
LUMO (spin up / spin down): -1.400 / -1.529 eV
HOMO-LUMO gap (spin up / spin down): 0.1728 / 0.1679 Eh

Geometry as ORCA input:
```
! wB97M-V def2-TZVPD RIJCOSX def2/J DEFGRID3
* xyz 0 5
P 0.56 -2.24 -1.65
P 0.61 1.51 -1.56
C 0.06 -0.88 -2.86
C 1.12 0.21 -2.79
H -0.97 -0.55 -2.55
H -0.02 -1.29 -3.89
H 2.09 -0.18 -2.43
H 1.26 0.75 -3.74
C -0.30 2.66 -2.74
H -0.47 3.61 -2.20
H -1.28 2.31 -3.11
H 0.39 2.82 -3.58
C 1.94 2.65 -1.17
H 1.97 3.36 -2.02
H 2.87 2.08 -1.10
H 1.72 3.17 -0.23
C -0.56 -3.47 -2.45
H -0.56 -4.39 -1.85
H -0.24 -3.71 -3.46
H -1.60 -3.11 -2.49
C 2.24 -2.81 -1.70
H 3.00 -2.02 -1.56
H 2.45 -3.32 -2.65
H 2.37 -3.52 -0.87
Fe 2.74 -0.22 1.67
C -1.50 1.64 -0.63
C -2.61 1.42 -1.43
C -3.50 0.25 -1.43
C -3.39 -0.71 -0.21
C -2.46 -1.80 -0.60
C -1.08 -1.86 -0.30
C -0.26 -0.68 0.35
C -0.86 0.76 0.56
C 2.40 -1.96 2.55
H -1.42 2.74 -0.38
H -2.90 2.22 -2.12
H -3.32 -0.36 -2.33
H -4.51 0.63 -1.58
H -3.06 -0.23 0.74
H -4.39 -1.18 -0.05
H -3.00 -2.70 -0.98
H -0.73 -2.87 0.05
H 0.72 -0.49 -0.19
H 0.13 -0.99 1.34
H -1.55 0.79 1.41
H -0.04 1.37 1.01
H 3.21 -1.90 3.29
H 2.50 -2.98 2.18
H 1.51 -1.95 3.19
F -0.62 -0.61 3.49
C 0.10 0.55 3.58
C 1.43 0.62 3.13
C 2.22 1.45 3.93
F 3.56 1.21 4.00
C 1.69 2.37 4.86
F 2.58 3.02 5.62
C 0.30 2.47 5.06
F -0.23 3.22 6.05
C -0.50 1.56 4.36
F -1.84 1.56 4.46
*
```